Arrangement i

6
Properties=species:S:1:pos:R:3 method="wB97M-V/def2-TZVPD" total_charge=-1 lumo_energy_ev=4.311 gap_ev=8.5 spin_multiplicity=1
N 1.0139 -0.1071 -0.7952
S -0.2568 0.0640 0.0411
O -0.3338 -0.5289 1.4602
O -1.4996 -0.0105 -0.6697
H 1.2884 -1.0181 -0.4759
H -0.2121 1.6006 0.4394

***

Arrangement ii

6
Properties=species:S:1:pos:R:3 method="wB97M-V/def2-TZVPD" total_charge=-1 lumo_energy_ev=4.223 gap_ev=8.1 spin_multiplicity=1
N 0.3954 0.4071 0.1814
O -2.0886 -0.1791 -0.0041
O 2.6547 -0.5932 -0.3464
S 1.8785 0.5600 0.1363
H -1.4724 0.4259 -0.4502
H -1.3676 -0.6206 0.4830

***

Least stable of them? arrangement i.

***

Arrangement i

13
Properties=species:S:1:pos:R:3 method="wB97M-V/def2-TZVPD" total_charge=+1 lumo_energy_ev=-4.307 gap_ev=8.3 spin_multiplicity=1
C -0.8630 0.9239 -0.7704
C 0.4884 -0.9320 0.9499
N -1.5733 1.8523 -0.3258
N 0.6538 -2.0501 0.3320
O -0.5666 1.1290 -2.0460
S 1.6055 -0.0956 1.8173
H -0.4229 -0.3468 1.0969
H -1.9259 1.8812 0.5938
H -2.0922 2.4314 -0.9495
H 0.2277 0.7170 -2.3222
H 1.6768 -2.3665 0.2070
H -0.0645 -2.4485 -0.1322
H 2.8561 -0.6954 1.5491

***

Arrangement ii

13
Properties=species:S:1:pos:R:3 method="wB97M-V/def2-TZVPD" total_charge=+1 lumo_energy_ev="-5.783 / -6.212" gap_ev="8.1 / 6.7" spin_multiplicity=1
C -0.2606 -0.4782 0.2366
C -0.8827 0.6402 -0.4263
N -0.2073 -1.6480 -0.4417
N -1.0342 1.7743 0.2714
O 0.0633 -0.3264 1.4864
S 2.5225 0.5168 -0.3981
H -0.9695 0.8740 -1.5029
H -1.0332 -1.8500 -1.0706
H 0.5781 -2.3060 -0.3395
H -1.0522 1.6976 1.2895
H -1.0854 2.7284 -0.1365
H 0.8231 -0.8182 1.7145
H 2.5382 -0.8046 -0.6829

***

Least stable of them? arrangement ii.